(1)
DFT (ωB97M-V with the def2-TZVPD basis set) results for C4H7N2OP in the gas phase in a non-equilibrium geometry.

Geometry as XYZ:
```
15
Properties=species:S:1:pos:R:3:nbo_charge:R:1
N 0.661 -1.397 -1.764 -1.104
P 1.274 -0.086 -0.198 2.039
O 2.721 -0.361 -0.198 -1.055
C 0.308 -0.625 1.458 -0.775
C -1.137 -0.306 1.082 -0.063
C -1.465 0.839 0.402 -0.329
C -0.570 1.706 -0.255 0.150
N 0.606 1.397 -0.660 -0.772
H 1.576 -1.706 -2.066 0.365
H 0.307 -0.750 -2.512 0.354
H 0.845 0.062 2.215 0.275
H 0.171 -1.667 1.566 0.260
H -1.871 -0.961 1.523 0.220
H -2.548 1.178 0.125 0.235
H -0.877 2.675 -0.718 0.200
```

The value obtained for the HOMO energy is -9.17 eV. As for the energy above the lowest of the compared OMol25 structures with the same formula, charge and spin: 189.11 kJ/mol. For the electronic energy, the calculation gives -18576.26299 eV. Its charge is 0. The calculation puts the HOMO-LUMO gap at 0.300 hartree.

(2)
DFT (ωB97M-V with the def2-TZVPD basis set) results for a gas-phase ion, C4H7N2OS (charge +1) in a non-equilibrium geometry.

Geometry as XYZ:
```
15
Properties=species:S:1:pos:R:3:nbo_charge:R:1
H 1.632 -2.409 0.043 0.377
N 0.794 -2.224 -0.464 -0.086
N 0.317 -1.136 -0.233 0.056
C -1.026 -0.846 -0.721 -0.304
C -1.476 0.393 0.020 -0.135
C -0.444 0.934 0.647 -0.258
C 0.782 0.096 0.452 0.328
O 1.391 -0.259 1.642 -0.715
S 2.212 0.594 -0.901 -0.075
H -1.659 -1.806 -0.739 0.283
H -0.926 -0.591 -1.716 0.258
H -2.560 0.825 0.012 0.286
H -0.387 1.785 1.287 0.263
H 1.634 0.417 2.284 0.530
H 3.281 0.502 0.073 0.192
```

The value obtained for the HOMO energy is -14.03 eV. As for the energy above the lowest of the compared OMol25 structures with the same formula, charge and spin: 340.89 kJ/mol. For the electronic energy, the calculation gives -20113.95376 eV. Its charge is +1. The calculation puts the HOMO-LUMO gap at 0.296 hartree.

(3)
DFT (ωB97M-V with the def2-TZVPD basis set) results for C4H7N2P in the gas phase in a non-equilibrium geometry.

Geometry as XYZ:
```
14
Properties=species:S:1:pos:R:3:nbo_charge:R:1
C -1.893 0.429 -1.308 0.053
C -0.776 0.435 0.930 0.375
C 1.559 -0.104 0.951 -0.579
C 0.327 0.308 1.797 -0.512
N -1.357 -0.379 -2.219 -0.759
N -1.266 0.647 -0.170 -0.294
P 0.184 -0.847 -2.363 0.463
H -2.631 1.131 -1.590 0.190
H 2.278 -0.483 1.538 0.209
H 1.987 0.668 0.324 0.221
H 1.091 -0.972 0.385 0.215
H 0.625 1.396 2.163 0.243
H 0.196 -0.338 2.639 0.240
H -0.323 -1.891 -3.076 -0.064
```

The value obtained for the HOMO energy (spin up / spin down) is -6.79 / -6.72 eV. As for the energy above the lowest of the compared OMol25 structures with the same formula, charge and spin: 392.99 kJ/mol. For the electronic energy, the calculation gives -16525.73675 eV. Its charge is 0. The calculation puts the HOMO-LUMO gap (spin up / spin down) at 0.245 / 0.243 hartree.

(4)
DFT (ωB97M-V with the def2-TZVPD basis set) results for C4H7N2P in the gas phase in a non-equilibrium geometry.

Geometry as XYZ:
```
14
Properties=species:S:1:pos:R:3:nbo_charge:R:1
P -0.642 0.860 -2.290 0.216
C 0.844 0.823 -0.787 -0.605
C 0.216 0.077 0.324 0.288
N 0.083 0.651 1.495 -0.469
C -0.320 -0.325 2.344 -0.079
C -0.654 -1.450 1.597 -0.130
N -0.223 -1.171 0.361 -0.495
H 0.180 0.479 -3.331 -0.037
H -0.545 2.196 -2.695 -0.013
H 1.697 0.382 -1.491 0.236
H 1.255 1.706 -0.365 0.253
H -0.382 -0.172 3.483 0.213
H -1.304 -2.241 1.728 0.211
H -0.205 -1.814 -0.374 0.410
```

The value obtained for the HOMO energy is -8.24 eV. As for the energy above the lowest of the compared OMol25 structures with the same formula, charge and spin: 105.03 kJ/mol. For the electronic energy, the calculation gives -16528.72126 eV. Its charge is 0. The calculation puts the HOMO-LUMO gap at 0.334 hartree.

(5)
DFT (ωB97M-V with the def2-TZVPD basis set) results for C4H7N2P in the gas phase in a non-equilibrium geometry.

Geometry as XYZ:
```
14
Properties=species:S:1:pos:R:3:nbo_charge:R:1
N -1.871 0.224 -0.997 -1.182
P -1.492 -0.043 0.622 1.113
C -0.276 1.303 0.644 -0.559
C 1.032 1.101 0.452 -0.185
C 1.616 -0.138 0.014 -0.354
C 0.937 -1.298 0.064 0.064
N -0.347 -1.346 0.483 -0.887
H -1.298 0.821 -1.585 0.397
H -2.582 -0.294 -1.415 0.383
H -0.606 2.229 0.941 0.210
H 1.529 2.069 0.459 0.213
H 2.564 -0.205 -0.359 0.210
H 1.308 -2.173 -0.217 0.181
H -0.513 -2.249 0.892 0.396
```

The value obtained for the HOMO energy is -7.83 eV. As for the energy above the lowest of the compared OMol25 structures with the same formula, charge and spin: 0.00 kJ/mol. For the electronic energy, the calculation gives -16529.80976 eV. Its charge is 0. The calculation puts the HOMO-LUMO gap at 0.325 hartree.

(6)
DFT (ωB97M-V with the def2-TZVPD basis set) results for 2 unconnected molecules or ions with the total composition C4H7N2S in a non-equilibrium geometry.

Geometry as XYZ:
```
14
Properties=species:S:1:pos:R:3:nbo_charge:R:1
C 3.583 1.084 0.433 -0.050
C 2.273 0.882 0.836 -0.034
C 2.500 -0.136 -1.064 0.298
C -4.364 1.257 -0.837 -0.478
N 3.657 0.483 -0.866 -0.456
N 1.581 0.150 -0.124 -0.503
S -0.041 -0.330 -0.034 0.459
H 4.425 1.386 0.996 0.266
H 1.832 1.195 1.796 0.276
H 2.306 -0.553 -2.057 0.262
H -5.126 0.622 -1.224 0.167
H -4.193 1.907 -1.553 0.147
H -4.159 1.411 0.209 0.171
H 4.574 0.431 -1.310 0.474
```

The value obtained for the HOMO energy (spin up / spin down) is -11.22 / -14.67 eV. As for the energy above the lowest of the compared OMol25 structures with the same formula, charge and spin: 434.22 kJ/mol. For the electronic energy, the calculation gives -18065.89187 eV. Its charge is +1. The calculation puts the HOMO-LUMO gap (spin up / spin down) at 0.153 / 0.393 hartree.

(7)
DFT (ωB97M-V with the def2-TZVPD basis set) results for a gas-phase ion, C4H7N2S (charge +1) in a non-equilibrium geometry.

Geometry as XYZ:
```
14
Properties=species:S:1:pos:R:3:nbo_charge:R:1
C -1.371 -0.010 -0.701 0.362
C 1.519 0.107 0.046 -0.157
C 0.617 1.257 0.331 -0.370
C 0.101 -1.541 0.623 -0.258
N -0.730 1.095 -0.278 -0.528
N -0.904 -1.226 -0.355 -0.485
S 3.018 -0.100 -0.337 0.350
H -2.169 0.147 -1.281 0.223
H 0.745 1.495 1.358 0.265
H 1.138 2.129 -0.224 0.276
H 0.711 -2.371 0.359 0.259
H 0.023 -0.916 1.436 0.220
H -1.334 1.834 -0.098 0.422
H -1.365 -1.898 -0.879 0.423
```

The value obtained for the HOMO energy (spin up / spin down) is -12.03 / -12.03 eV. As for the energy above the lowest of the compared OMol25 structures with the same formula, charge and spin: 381.88 kJ/mol. For the electronic energy, the calculation gives -18066.43437 eV. Its charge is +1. The calculation puts the HOMO-LUMO gap (spin up / spin down) at 0.274 / 0.274 hartree.

(8)
DFT (ωB97M-V with the def2-TZVPD basis set) results for C4H7N3 in the gas phase in a non-equilibrium geometry.

Geometry as XYZ:
```
14
Properties=species:S:1:pos:R:3:nbo_charge:R:1
C 1.818 1.057 0.407 -0.156
N 1.003 0.118 0.517 -0.237
N -0.317 0.137 0.103 -0.244
C -0.888 1.002 -0.931 -0.429
C -0.689 -1.280 0.058 -0.321
C -0.285 -1.813 1.314 0.293
N -0.039 -2.215 2.361 -0.304
H 1.535 1.924 -0.277 0.149
H 2.727 0.828 0.846 0.201
H -0.683 2.079 -0.838 0.224
H -0.306 0.615 -1.821 0.177
H -1.831 0.657 -0.948 0.207
H -0.291 -1.895 -0.724 0.213
H -1.754 -1.213 -0.067 0.227
```

The value obtained for the HOMO energy is -9.05 eV. As for the energy above the lowest of the compared OMol25 structures with the same formula, charge and spin: 298.54 kJ/mol. For the electronic energy, the calculation gives -8728.58516 eV. Its charge is 0. The calculation puts the HOMO-LUMO gap at 0.361 hartree.

(9)
DFT (ωB97M-V with the def2-TZVPD basis set) results for 2 unconnected molecules or ions with the total composition C4H7N3.

Geometry as XYZ:
```
14
Properties=species:S:1:pos:R:3:nbo_charge:R:1
C -2.340 0.778 0.338 -0.815
C -0.679 -1.285 -0.263 -0.129
C 0.559 -0.648 0.055 -0.169
C 1.577 -0.224 -0.793 0.016
N 2.611 0.022 0.012 -0.354
N 2.275 -0.178 1.320 -0.037
N 1.071 -0.590 1.347 -0.156
H -3.423 0.722 0.219 0.218
H -2.071 1.251 1.285 0.221
H -1.894 1.326 -0.495 0.206
H -1.969 -0.267 0.383 0.223
H -0.894 -1.054 -1.326 0.119
H 1.617 -0.127 -1.867 0.236
H 3.561 0.275 -0.215 0.422
```

The value obtained for the HOMO energy is -8.50 eV. As for the energy above the lowest of the compared OMol25 structures with the same formula, charge and spin: 457.07 kJ/mol. For the electronic energy, the calculation gives -8726.94217 eV. Its charge is 0. The calculation puts the HOMO-LUMO gap at 0.294 hartree.

(10)
DFT (ωB97M-V with the def2-TZVPD basis set) results for C4H7N3 in the gas phase in a non-equilibrium geometry.

Geometry as XYZ:
```
14
Properties=species:S:1:pos:R:3:nbo_charge:R:1
H 3.025 -1.492 -0.192 0.351
N 2.093 -1.427 -0.607 -0.529
C 1.526 -0.340 -0.285 0.336
C 2.174 0.630 0.613 0.177
N 2.735 1.340 1.337 -0.278
N 0.225 -0.020 -0.699 -0.632
C -0.907 -0.460 0.135 -0.207
C -2.073 0.501 -0.076 -0.620
H 0.148 0.967 -0.909 0.376
H -1.207 -1.475 -0.155 0.201
H -0.624 -0.470 1.206 0.179
H -2.302 0.634 -1.142 0.215
H -1.838 1.481 0.356 0.206
H -2.975 0.132 0.419 0.224
```

The value obtained for the HOMO energy is -9.96 eV. As for the energy above the lowest of the compared OMol25 structures with the same formula, charge and spin: 96.75 kJ/mol. For the electronic energy, the calculation gives -8730.67655 eV. Its charge is 0. The calculation puts the HOMO-LUMO gap at 0.375 hartree.

(11)
DFT (ωB97M-V with the def2-TZVPD basis set) results for a molecular structure, C4H7N3 in a non-equilibrium geometry.

Geometry as XYZ:
```
14
Properties=species:S:1:pos:R:3:nbo_charge:R:1
C -1.539 -0.578 -1.026 -0.633
C -0.207 -0.268 -1.282 -0.184
C 1.170 -0.082 1.911 -0.108
C 0.973 1.280 1.579 -0.099
H -2.082 0.409 -0.839 0.225
H -1.738 -1.096 -1.992 0.243
H -1.315 -1.309 0.014 0.224
H 0.214 -1.224 -1.425 0.223
H 0.024 0.390 -2.425 0.170
H 1.377 -0.807 2.658 0.242
H 0.820 2.072 2.264 0.207
N 0.680 0.370 -0.290 -0.011
N 1.127 -0.656 0.552 -0.283
N 0.496 1.499 0.301 -0.215
```

The value obtained for the HOMO energy is -9.83 eV. As for the energy above the lowest of the compared OMol25 structures with the same formula, charge and spin: 416.77 kJ/mol. For the electronic energy, the calculation gives -8727.35982 eV. Its charge is 0. The calculation puts the HOMO-LUMO gap at 0.398 hartree.

(12)
DFT (ωB97M-V with the def2-TZVPD basis set) results for 2 unconnected molecules or ions with the total composition C4H7N3 in a non-equilibrium geometry.

Geometry as XYZ:
```
14
Properties=species:S:1:pos:R:3:nbo_charge:R:1
C -1.916 -0.989 0.595 -0.654
C -0.665 -0.285 0.254 -0.134
C -0.392 0.853 -0.200 0.238
N 0.097 2.074 -0.405 -0.826
H -2.359 -1.453 -0.288 0.234
H -2.698 -0.312 0.940 0.208
H -1.710 -1.718 1.379 0.231
H 0.450 2.572 0.402 0.409
H -0.066 2.504 -1.307 0.411
N 1.967 -1.693 1.191 -0.392
C 1.433 -1.008 0.386 0.384
N 1.803 -0.291 -0.804 -0.943
H 1.949 -0.905 -1.599 0.421
H 2.109 0.650 -0.544 0.414
```

The value obtained for the HOMO energy is -8.09 eV. As for the energy above the lowest of the compared OMol25 structures with the same formula, charge and spin: 458.40 kJ/mol. For the electronic energy, the calculation gives -8726.92838 eV. Its charge is 0. The calculation puts the HOMO-LUMO gap at 0.309 hartree.